Entry 1:
14
Properties=species:S:1:pos:R:3:forces:R:3:lowdin_charge:R:1 method="wB97M-V/def2-TZVPD" lumo_energy_ev="1.013 / 0.910" gap_ev="7.41 / 7.26" relative_energy_kcal_mol=113.9
C -0.551 -1.326 -0.049 -0.1 0.5 0.0 -0.122
C 0.800 -0.937 -0.080 -1.2 1.6 0.1 -0.198
N -1.728 -0.636 0.121 0.7 -2.3 -1.1 -0.073
N 1.110 0.316 0.083 0.1 -1.9 0.0 -0.089
N -2.247 0.525 0.132 0.4 0.1 0.2 -0.071
N 2.428 0.543 -0.076 -2.4 4.3 0.2 -0.003
N -1.468 1.605 -0.161 0.1 1.8 0.4 -0.005
H -0.768 -2.350 -0.161 -0.1 -1.1 0.0 0.068
H 1.563 -1.688 -0.291 -0.2 0.0 0.1 0.111
H -2.427 -1.364 -0.025 -0.5 0.7 0.6 0.143
H 3.026 -0.161 -0.230 2.7 -2.8 -0.3 0.026
H 2.616 1.400 0.385 1.3 0.2 0.1 0.075
H -0.442 1.748 -0.039 -0.7 -1.7 0.0 0.072
H -1.911 2.324 0.390 -0.1 0.5 -0.4 0.065

---

Entry 2:
22
Properties=species:S:1:pos:R:3:forces:R:3:lowdin_charge:R:1 method="wB97M-V/def2-TZVPD" lumo_energy_ev=-6.119 gap_ev=7.93 charge=+2 relative_energy_kcal_mol=129.9
C 2.205 9.775 -3.827 1.5 1.3 -0.5 -0.195
C 1.362 9.440 -2.905 -2.3 -4.5 1.9 0.229
C 3.608 6.536 -4.010 2.5 -2.4 1.1 0.120
C 2.805 7.653 -3.774 -2.5 2.0 0.1 -0.389
C -4.968 -12.758 5.863 1.0 2.4 -2.9 0.158
C 1.135 6.375 -2.428 -1.0 0.2 0.9 -0.067
N 3.060 8.832 -4.322 1.0 -0.8 -0.4 0.118
N 4.285 5.617 -3.795 0.7 -0.4 -1.2 0.380
N -2.742 -13.253 5.371 3.2 -1.5 0.8 0.121
N -3.927 -13.489 5.893 0.1 -1.6 1.9 -0.055
N 1.786 7.499 -2.923 0.1 6.5 -0.4 0.035
H 2.315 10.867 -4.017 0.1 -1.0 -0.4 0.152
H 0.440 9.727 -2.335 1.4 -0.5 -0.6 0.124
H -4.986 -11.794 5.254 0.3 -1.4 1.0 0.156
H -5.871 -13.220 6.047 -1.7 -0.7 1.3 0.091
H 0.255 6.498 -1.803 0.2 0.9 0.1 0.118
H 0.801 5.850 -3.234 -1.2 -1.8 -2.3 0.073
H 1.779 5.754 -1.917 1.6 -1.4 1.5 0.072
H 5.021 4.817 -3.837 -2.0 2.0 0.1 0.228
H -1.840 -13.782 5.476 -2.2 -0.2 1.0 0.184
H -2.537 -12.624 4.667 -1.1 2.1 -1.6 0.107
H -3.987 -14.322 6.556 0.3 1.0 -1.5 0.239

---

Entry 3:
50
Properties=species:S:1:pos:R:3:forces:R:3:lowdin_charge:R:1 method="wB97M-V/def2-TZVPD" lumo_energy_ev="-0.915 / -0.993" gap_ev="5.96 / 6.11"
Ni -0.133 -1.638 -1.274 0.4 0.0 0.0 0.628
C -0.433 2.733 4.846 0.0 -0.1 0.1 -0.084
O -0.383 3.944 4.119 0.0 0.1 0.0 -0.079
C 0.489 4.025 3.085 0.1 0.0 -0.2 -0.282
C 1.341 2.993 2.691 0.0 0.0 0.2 -0.012
C 2.163 3.157 1.595 0.1 0.4 -0.2 -0.013
C 2.158 4.353 0.850 -1.1 -1.0 0.5 -0.317
C 1.344 5.407 1.303 0.2 -0.2 -0.3 -0.020
C 0.519 5.237 2.389 -0.1 0.0 0.2 -0.004
N 2.895 4.529 -0.296 1.4 0.3 0.1 0.055
N 3.507 3.569 -0.878 0.3 1.4 -1.1 0.064
C 3.018 2.367 -1.201 -0.8 -1.3 0.6 -0.262
C 3.926 1.316 -1.456 -0.2 0.8 0.2 -0.004
C 3.537 -0.007 -1.503 -0.5 -0.5 0.0 0.007
C 2.187 -0.359 -1.365 0.4 0.1 0.0 -0.321
O 1.722 -1.572 -1.327 -0.1 -0.2 -0.1 -0.082
C 1.240 0.698 -1.280 -0.1 0.3 -0.1 -0.124
N -0.054 0.274 -1.266 0.1 0.1 0.0 0.052
C -1.017 1.178 -1.220 -0.2 -0.3 0.0 -0.080
C -0.751 2.543 -1.224 0.4 0.3 0.0 -0.018
C 0.556 2.989 -1.236 -0.5 -0.1 -0.1 0.020
C 1.598 2.058 -1.231 0.6 -0.3 0.0 -0.083
H -1.176 2.877 5.625 0.0 0.0 0.0 0.092
H 0.530 2.505 5.310 0.0 0.0 0.0 0.095
H -0.737 1.897 4.209 0.0 0.0 0.0 0.095
H 1.374 2.054 3.226 0.0 0.0 0.0 0.104
H 2.831 2.356 1.307 0.0 0.0 0.0 0.117
H 1.357 6.346 0.766 0.0 0.0 0.0 0.114
H -0.128 6.037 2.725 0.0 0.0 0.0 0.119
H 4.974 1.576 -1.521 0.0 0.0 0.1 0.115
H 4.269 -0.796 -1.610 0.0 0.0 -0.1 0.119
H -2.033 0.806 -1.197 0.0 -0.1 0.0 0.114
H -1.571 3.247 -1.216 0.0 0.0 0.0 0.111
H 0.767 4.048 -1.271 0.0 0.0 0.0 0.118
O -1.972 -1.615 -1.187 -0.5 0.3 -0.1 -0.051
C -2.759 -2.581 -1.214 -0.1 -0.2 0.0 -0.118
C -2.409 -3.948 -1.257 0.5 0.1 0.0 -0.112
C -3.416 -4.926 -1.249 -0.2 -0.2 0.0 0.057
C -3.082 -6.250 -1.285 0.2 0.5 0.0 -0.150
C -1.728 -6.651 -1.335 0.0 0.0 0.0 0.023
C -0.735 -5.723 -1.349 0.1 0.0 0.0 0.026
C -1.021 -4.325 -1.310 -0.4 0.0 0.0 -0.298
O -0.064 -3.491 -1.328 0.3 0.1 0.0 -0.039
N -4.130 -7.252 -1.270 -0.4 -0.3 0.0 -0.362
O -3.796 -8.422 -1.301 0.0 0.1 0.0 0.075
O -5.287 -6.869 -1.226 0.1 0.0 0.0 0.068
H -3.828 -2.340 -1.203 0.0 0.0 0.0 0.146
H -4.458 -4.637 -1.210 0.0 0.0 0.0 0.132
H -1.505 -7.708 -1.362 0.0 0.0 0.0 0.123
H 0.307 -6.010 -1.389 0.0 0.0 0.0 0.126

---

Entry 4:
12
Properties=species:S:1:pos:R:3:forces:R:3:lowdin_charge:R:1 method="wB97M-V/def2-TZVPD" lumo_energy_ev=0.351 gap_ev=8.40 relative_energy_kcal_mol=132.7
C 1.615 0.586 -0.899 0.3 0.2 -0.5 -0.004
C 0.688 -0.059 0.553 -0.4 0.2 0.4 -0.187
O 0.815 1.226 0.487 0.1 -0.4 0.0 -0.051
C -0.742 -0.490 0.942 0.0 -0.1 0.0 -0.138
C -1.716 -0.571 -0.209 -0.1 -0.2 -0.1 -0.275
O -2.171 -1.605 -0.637 0.2 0.5 0.1 0.049
H 1.184 -0.147 -1.592 0.0 0.0 0.2 0.084
H 2.628 0.329 -0.611 -0.2 0.0 0.0 0.079
H 1.545 1.574 -1.375 -0.1 -0.2 0.1 0.085
H -0.707 -1.466 1.432 0.0 0.1 -0.1 0.111
H -1.098 0.286 1.635 0.1 -0.1 -0.1 0.120
H -2.007 0.404 -0.653 0.1 -0.1 0.0 0.127

---

Entry 5:
17
Properties=species:S:1:pos:R:3:forces:R:3:lowdin_charge:R:1 method="wB97M-V/def2-TZVPD" lumo_energy_ev=1.047 gap_ev=8.89 relative_energy_kcal_mol=90.3
C -1.749 0.445 -0.064 0.0 0.0 0.0 -0.074
C -0.990 -0.858 -0.108 -0.1 0.0 -0.2 -0.240
C 0.433 -0.907 -0.634 0.1 0.0 -0.2 -0.312
C 1.113 0.433 -0.926 0.0 0.0 0.0 -0.156
C 1.425 0.945 0.454 -0.1 -0.1 0.1 -0.091
C 1.080 0.054 1.394 0.0 0.1 0.0 -0.130
C 0.608 -1.249 0.824 0.1 0.1 -0.1 -0.041
H -1.922 0.811 -1.084 0.0 0.0 0.1 0.083
H -2.722 0.319 0.421 0.2 0.0 -0.1 0.079
H -1.190 1.215 0.477 -0.1 -0.1 -0.1 0.076
H -1.572 -1.705 -0.480 0.1 0.1 0.2 0.135
H 0.615 -1.693 -1.366 0.0 0.1 0.1 0.128
H 0.498 1.137 -1.505 0.1 -0.1 0.1 0.109
H 2.030 0.267 -1.505 -0.1 0.0 0.1 0.115
H 1.882 1.918 0.630 -0.1 -0.2 0.0 0.104
H 1.235 0.198 2.461 -0.1 0.0 -0.2 0.094
H -0.773 -1.330 1.012 0.0 0.0 0.1 0.121

---

For the records above, the corresponding largest force on an atom values read 4.98, 6.51, 1.80, 0.62, 0.22 eV Å⁻¹.